Formula: C4H5NO
Source: the Open Molecules 2025 dataset
Level of theory: ωB97M-V/def2-TZVPD

Geometry as ORCA input:
```
! wB97M-V def2-TZVPD RIJCOSX def2/J DEFGRID3
* xyz 0 1
O -1.128 1.136 -1.245
C -1.367 0.067 -0.740
C -0.490 -0.577 0.309
C 0.710 0.296 0.679
C 1.724 0.335 -0.380
N 2.537 0.340 -1.202
H -2.276 -0.504 -1.019
H -0.170 -1.562 -0.058
H -1.107 -0.770 1.196
H 1.188 -0.081 1.589
H 0.379 1.321 0.872
*
```

Energy relative to the best compared isomer or geometry (same formula, charge and spin), kJ/mol: 60.30
Highest occupied orbital energy, eV: -10.4